No. 1
The following is a quantum chemistry calculation of a 6-piece molecular cluster, C35H49BrN5O6P overall, from the OMol25 dataset.

Its HOMO-LUMO gap is 8.110 eV. The calculation puts the total energy at -5003.70669 Ha. For the highest occupied orbital energy, the calculation gives -9.67 eV. Its SMILES is O=CCc1cccc2c1C(=O)C(CCCBr)=C(P(=O)(O)O)C2=O.CCCC#N.CCCC#N.CCCC#N.CCCC#N.CCCC#N.

The geometry in XYZ format:
```
97
Properties=species:S:1:pos:R:3:forces:R:3
O 2.609 -2.259 0.361 0.0328 -0.2854 0.2544
C 1.869 -1.833 -0.484 0.0269 0.2732 -0.0780
C 2.344 -0.824 -1.509 0.2673 -0.1143 -0.0002
C 2.902 0.390 -0.798 -0.0188 0.1917 -0.2199
C 4.274 0.430 -0.559 -0.1019 0.2738 0.1663
C 4.881 1.491 0.104 -0.8273 0.1494 0.1154
C 4.097 2.550 0.548 0.1930 -0.4134 -0.2400
C 2.727 2.520 0.324 -0.3176 -0.0403 0.1271
C 2.104 1.459 -0.344 0.7925 -0.2649 0.1644
C 0.647 1.520 -0.544 0.1220 0.1254 -0.0668
O 0.061 0.850 -1.364 -0.1428 -0.3036 -0.0949
C -0.162 2.467 0.310 -0.1455 0.1607 0.2441
C -1.626 2.165 0.332 -0.3205 -0.1032 0.0158
C -2.073 1.330 1.537 -0.5589 -0.0316 0.1275
C -3.379 0.601 1.271 0.2435 -0.3541 -0.0407
Br -4.777 1.771 0.582 0.0296 -0.0191 0.1249
C 0.434 3.487 0.954 -0.4110 -0.4326 -0.1455
P -0.444 4.668 2.003 0.6978 1.5834 0.7085
O 0.385 5.758 2.510 0.1830 -0.0592 -0.0117
O -1.124 3.892 3.235 -0.1030 -0.5989 -0.6223
O -1.662 5.223 1.137 -0.2991 -0.6913 -0.0526
C 1.907 3.681 0.779 0.3766 -0.0869 -0.1155
O 2.444 4.740 0.960 0.1014 0.5087 0.0832
H 0.813 -2.152 -0.517 -0.1046 -0.0433 -0.0812
H 3.173 -1.301 -2.031 0.0783 -0.0837 -0.0358
H 1.582 -0.594 -2.237 -0.1834 0.1169 0.0248
H 4.910 -0.371 -0.901 -0.0734 -0.1566 -0.1194
H 5.950 1.475 0.235 -0.2166 0.2064 0.1285
H 4.573 3.378 1.047 -0.2158 0.2189 0.0597
H -1.891 1.593 -0.553 0.2472 -0.0256 -0.1941
H -2.218 3.072 0.274 0.0516 0.1727 0.1606
H -1.343 0.563 1.804 0.1409 -0.0564 -0.0736
H -2.244 1.938 2.421 0.1896 0.2304 0.0043
H -3.770 0.154 2.176 -0.1176 0.0556 0.1349
H -3.246 -0.200 0.550 -0.0956 0.0823 -0.2422
H -0.718 3.031 3.391 -0.0466 0.0282 0.2063
H -2.227 5.769 1.700 -0.0560 0.1283 -0.1244
C -8.422 -0.343 -4.128 -0.0242 0.0291 0.0181
C -8.141 0.715 -3.067 -0.0956 -0.1003 -0.2040
C -6.878 0.420 -2.247 -0.3514 0.0506 -0.1049
C -7.007 -0.853 -1.537 0.2469 0.2567 -0.0194
N -7.108 -1.849 -0.980 -0.0528 -0.2399 0.1092
H -8.605 -1.320 -3.678 0.0433 -0.0051 0.0137
H -9.307 -0.079 -4.706 0.0138 0.0026 -0.0219
H -7.583 -0.438 -4.821 -0.0019 -0.0142 -0.0042
H -8.999 0.792 -2.398 0.0442 0.0437 0.0556
H -8.022 1.687 -3.549 0.0557 0.0325 0.0775
H -6.710 1.206 -1.512 0.0753 -0.0518 0.0211
H -6.003 0.372 -2.896 0.0366 -0.0216 0.0312
C 4.812 8.489 -1.511 -0.0075 0.0299 -0.0258
C 3.525 7.983 -2.152 0.1381 0.1387 0.0233
C 3.193 6.539 -1.759 0.0806 0.2161 -0.0887
C 4.253 5.622 -2.182 -0.2887 -0.0062 0.1663
N 5.082 4.904 -2.516 0.1967 -0.1311 -0.0883
H 5.675 7.905 -1.836 -0.0178 -0.0450 0.0244
H 4.996 9.526 -1.790 -0.0059 0.0076 0.0236
H 4.755 8.437 -0.423 0.0099 -0.0079 0.0021
H 3.610 8.056 -3.238 -0.0582 -0.0388 -0.0086
H 2.696 8.625 -1.851 -0.0612 -0.0773 -0.0033
H 2.259 6.224 -2.226 -0.0099 -0.0616 0.0312
H 3.073 6.453 -0.678 -0.0071 -0.0580 0.0046
C -7.305 -6.607 0.409 0.0371 -0.0210 0.0052
C -6.345 -5.938 -0.569 -0.0198 -0.0964 0.1773
C -7.067 -5.151 -1.668 0.0592 -0.2653 0.1108
C -7.922 -6.035 -2.466 0.1135 0.3011 0.0235
N -8.589 -6.726 -3.090 -0.1321 -0.1910 -0.1126
H -7.935 -7.343 -0.093 -0.0262 0.0372 -0.0289
H -6.752 -7.129 1.190 -0.0081 0.0203 0.0191
H -7.953 -5.871 0.887 -0.0081 -0.0037 -0.0012
H -5.706 -6.698 -1.023 0.0210 0.0439 -0.0503
H -5.693 -5.254 -0.024 -0.0029 0.0665 -0.0781
H -6.345 -4.677 -2.332 -0.0562 0.0666 -0.0326
H -7.683 -4.366 -1.231 0.0173 0.0510 -0.0374
C 7.295 -1.966 1.919 -0.0067 -0.0178 -0.0247
C 7.902 -2.552 0.649 -0.1008 -0.0162 0.1961
C 8.762 -1.543 -0.123 -0.2040 -0.1799 0.0607
C 7.964 -0.389 -0.535 0.3288 -0.0733 -0.0432
N 7.339 0.516 -0.858 0.4358 -0.1822 -0.3137
H 6.619 -1.139 1.694 0.0264 0.0188 -0.0122
H 6.718 -2.722 2.450 0.0102 0.0015 0.0148
H 8.072 -1.598 2.593 -0.0080 0.0119 0.0048
H 7.102 -2.918 0.003 0.0500 -0.0044 -0.0617
H 8.523 -3.412 0.907 0.0512 0.0137 -0.0772
H 9.186 -2.005 -1.014 0.0362 0.0561 -0.0236
H 9.588 -1.189 0.497 0.0074 0.0338 -0.0070
C 1.774 -5.540 4.460 -0.0059 -0.0365 -0.0157
C 1.352 -5.557 2.995 0.0774 -0.0912 0.1770
C 0.897 -4.183 2.491 -0.0356 -0.2372 0.1481
C -0.261 -3.701 3.248 0.1980 0.0523 -0.2346
N -1.167 -3.325 3.840 -0.2055 0.0875 0.1294
H 0.943 -5.265 5.111 -0.0020 0.0484 -0.0169
H 2.118 -6.527 4.769 0.0241 0.0092 0.0017
H 2.587 -4.832 4.626 -0.0052 0.0050 0.0117
H 0.545 -6.280 2.861 -0.0144 0.0257 -0.0677
H 2.189 -5.893 2.381 -0.0361 0.0586 -0.0790
H 0.621 -4.238 1.438 0.0155 0.0802 -0.0219
H 1.702 -3.454 2.585 -0.0085 0.0363 -0.0648
```
Positions in Å, forces in eV/Å.

***

No. 2
The following is a quantum chemistry calculation of C35H49N2OPTeW as an isolated structure, from the OMol25 dataset.

Its HOMO-LUMO gap (spin up / spin down) is 6.682 / 5.893 eV. The calculation puts the total energy at -2222.92706 Ha. For the highest occupied orbital energy (spin up / spin down), the calculation gives -19.26 / -19.26 eV. For the energy relative to the best compared isomer or geometry (same formula, charge and spin), the calculation gives 71.32 kJ/mol. Its total charge is +4. Its spin multiplicity is 3.

The geometry in XYZ format:
```
90
Properties=species:S:1:pos:R:3:forces:R:3
W 0.080 0.498 -0.042 -0.1247 -0.2080 0.0109
C -0.271 1.327 3.477 -0.0369 0.0176 0.0047
C 0.638 1.173 2.288 -0.0801 0.1166 0.0159
C 1.279 -0.077 2.062 0.1073 -0.1024 0.0647
C 1.007 -1.214 3.012 -0.0085 0.0549 0.0374
C 2.315 -0.154 1.095 0.0146 -0.0435 0.0198
C 3.245 -1.321 1.036 0.0094 -0.0007 -0.0131
C 2.499 0.914 0.170 -0.0604 0.0208 -0.1095
C 3.514 0.792 -0.932 -0.0400 0.0026 0.0267
C 1.857 2.161 0.395 -0.0915 0.0050 -0.1154
C 2.195 3.335 -0.484 0.0333 -0.0257 0.0048
C 1.046 2.324 1.549 0.1258 0.0834 -0.0320
C 0.768 3.710 2.048 -0.0322 0.0085 0.0174
H -0.816 0.418 3.712 -0.0057 -0.0046 -0.0045
H -0.982 2.144 3.371 0.0176 -0.0324 0.0015
H 0.343 1.560 4.353 0.0029 0.0029 0.0104
H 1.434 -0.968 3.989 -0.0088 0.0008 0.0169
H 1.446 -2.145 2.682 0.0384 -0.0400 -0.0054
H -0.057 -1.380 3.166 -0.0178 -0.0114 -0.0126
H 2.975 -2.023 0.245 0.0414 0.0364 0.0330
H 3.272 -1.868 1.973 -0.0156 0.0033 -0.0115
H 4.253 -0.964 0.830 0.0107 0.0127 0.0042
H 4.442 1.273 -0.607 0.0188 -0.0005 0.0109
H 3.199 1.302 -1.839 -0.0001 0.0078 -0.0095
H 3.735 -0.241 -1.182 -0.0220 0.0568 0.0074
H 2.152 3.082 -1.543 0.0220 -0.0091 -0.0063
H 3.226 3.648 -0.293 0.0029 0.0133 0.0202
H 1.558 4.195 -0.309 -0.0173 -0.0031 -0.0067
H 1.739 4.127 2.337 0.0204 -0.0007 0.0050
H 0.132 3.739 2.925 0.0007 0.0074 -0.0186
H 0.355 4.383 1.299 0.0126 -0.0079 0.0157
N -0.239 1.043 -2.154 0.1492 0.1779 0.0784
C -1.587 1.009 -2.823 -0.0609 -0.0568 -0.0176
C -2.372 -0.258 -2.536 -0.0651 0.0579 0.0426
C -2.877 -0.449 -1.115 -0.0526 0.0425 -0.0456
N -1.801 -0.702 -0.088 0.1448 -0.0811 -0.0097
H 0.170 1.958 -2.356 -0.0263 -0.0505 0.0279
H 0.360 0.378 -2.648 0.0220 0.0551 0.0377
H -1.418 1.097 -3.898 -0.0208 0.0036 0.0367
H -2.125 1.897 -2.507 0.0063 -0.0245 -0.0115
H -1.818 -1.132 -2.872 0.0383 -0.0856 0.0093
H -3.261 -0.219 -3.172 0.0137 -0.0165 0.0098
H -3.553 -1.306 -1.086 0.0173 0.0306 -0.0155
H -3.442 0.421 -0.787 0.0314 -0.0422 -0.0327
H -1.453 -1.646 -0.267 -0.0352 -0.0104 0.0285
H -2.264 -0.756 0.821 0.0240 0.0458 -0.0556
C -3.338 3.263 -0.891 0.0237 0.0012 0.0229
Te -1.969 2.583 0.603 -0.1253 0.0253 0.0502
C -3.443 1.525 1.735 -0.0023 0.0500 -0.0396
H -4.004 3.921 -0.333 0.0032 -0.0097 0.0146
H -3.898 2.451 -1.341 -0.0161 -0.0038 -0.0082
H -2.801 3.851 -1.632 0.0215 -0.0065 0.0050
H -4.161 1.050 1.070 0.0158 0.0061 0.0261
H -3.946 2.278 2.340 0.0089 -0.0042 -0.0146
H -2.965 0.803 2.392 0.0244 -0.0025 0.0299
O 0.631 -1.208 -0.933 -0.0347 0.0013 -0.0243
P 1.086 -2.471 -1.809 0.0497 -0.0894 -0.0329
C 2.480 -1.949 -2.783 0.0117 0.0031 0.0550
C 3.749 -2.494 -2.568 -0.0460 0.0200 -0.0054
C 4.835 -2.038 -3.304 -0.0017 0.0210 -0.0264
C 4.665 -1.039 -4.252 0.0102 -0.0173 0.0291
C 3.406 -0.482 -4.465 -0.0264 0.0075 0.0070
C 2.322 -0.931 -3.734 0.0871 -0.0650 -0.0105
C -0.280 -3.026 -2.810 0.0975 0.0024 0.0379
C -0.352 -2.836 -4.192 -0.0391 -0.0244 -0.0423
C -1.458 -3.300 -4.893 0.0197 -0.0147 0.0121
C -2.478 -3.969 -4.229 0.0283 0.0168 -0.0245
C -2.386 -4.204 -2.859 -0.0142 0.0151 -0.0067
C -1.290 -3.744 -2.153 -0.0483 0.0378 0.0213
C 1.455 -3.806 -0.695 -0.1172 0.0333 0.0780
C 0.960 -3.769 0.611 0.1053 -0.1050 -0.0737
C 1.093 -4.872 1.437 0.0149 -0.0130 -0.0165
C 1.714 -6.021 0.957 -0.0353 0.0188 0.0561
C 2.184 -6.074 -0.348 -0.0002 0.0232 -0.0404
C 2.043 -4.977 -1.184 -0.0123 0.0186 -0.0151
H 3.903 -3.273 -1.834 -0.0104 -0.0334 0.0247
H 5.811 -2.473 -3.144 0.0207 -0.0130 -0.0022
H 5.510 -0.697 -4.833 0.0199 0.0084 -0.0191
H 3.275 0.283 -5.218 0.0014 0.0228 -0.0252
H 1.345 -0.513 -3.951 -0.0510 -0.0389 -0.0845
H 0.458 -2.379 -4.739 0.0404 0.0562 -0.0181
H -1.505 -3.168 -5.965 -0.0048 -0.0042 -0.0285
H -3.324 -4.348 -4.785 -0.0189 -0.0047 -0.0118
H -3.148 -4.785 -2.358 -0.0325 -0.0116 0.0167
H -1.188 -4.007 -1.105 -0.0105 0.0373 0.0384
H 0.475 -2.874 0.973 -0.0825 0.0481 0.0278
H 0.710 -4.852 2.449 -0.0093 0.0042 0.0068
H 1.819 -6.884 1.600 0.0027 -0.0082 0.0133
H 2.648 -6.976 -0.721 0.0113 -0.0091 -0.0125
H 2.378 -5.046 -2.211 0.0179 -0.0065 -0.0550
```
Positions in Å, forces in eV/Å.

***

No. 3
The following is a quantum chemistry calculation of C35H50BN6O5Pb as an isolated structure, from the OMol25 dataset.

Its HOMO-LUMO gap is 6.150 eV. The calculation puts the total energy at -2286.33537 Ha. For the highest occupied orbital energy, the calculation gives -3.72 eV. For the energy relative to the best compared isomer or geometry (same formula, charge and spin), the calculation gives 39.38 kJ/mol. Its total charge is -1.

The geometry in XYZ format:
```
98
Properties=species:S:1:pos:R:3:forces:R:3
Pb -0.439 -0.315 -0.033 -0.4440 -1.0884 -0.5579
O -1.040 -4.971 0.837 -0.1075 -0.5314 -0.0810
C -1.260 -3.674 0.572 0.4274 0.0146 0.5117
O -0.457 -2.843 0.927 -0.2401 -0.0131 -0.2040
C -2.583 -3.462 -0.117 -0.2027 -0.2166 -0.3411
O -3.198 -2.256 0.159 0.0689 0.4023 -0.0054
C -2.827 -1.373 -2.094 0.4118 -0.2448 0.5054
C -1.545 -2.137 -2.539 -0.4944 0.1106 -0.4441
O -1.663 -3.019 -3.388 -0.1504 -0.2763 -0.3077
O -0.453 -1.797 -1.988 0.3665 0.2077 0.4839
H -0.184 -5.069 1.287 -0.1197 0.2930 -0.1970
H -2.408 -3.629 -1.190 -0.0589 -0.1673 0.1468
H -3.263 -4.253 0.231 0.2234 0.1016 -0.0803
H -3.708 -1.974 -2.358 0.0373 -0.0093 -0.0214
H -2.894 -0.450 -2.674 0.0353 0.0176 0.0350
C 3.882 3.054 2.520 -0.1972 0.0102 -0.0603
C 3.461 1.857 1.740 0.3167 -0.0824 0.0194
C 4.256 0.802 1.336 -0.1263 0.1352 0.1179
C 3.402 -0.041 0.611 0.0261 0.3826 0.1632
N 2.188 0.488 0.589 -0.0182 -0.6633 -0.5338
N 2.212 1.634 1.270 0.5465 0.3692 0.3484
B 0.997 2.564 1.434 -0.0446 -0.5011 -0.2965
N -0.051 1.998 2.415 -0.0635 0.6764 0.4509
N -0.594 0.769 2.393 -0.2649 -0.7388 0.2729
C -1.330 0.629 3.496 0.1456 0.4150 0.1955
C -1.277 1.815 4.238 0.1573 0.1218 -0.2110
C -0.457 2.659 3.519 -0.2198 -0.0922 0.3267
C -0.094 4.055 3.894 0.0896 0.0089 -0.1263
C -2.078 -0.612 3.899 -0.1761 -0.3022 0.1340
C -2.544 -0.493 5.358 0.1457 0.0366 -0.2195
C -1.174 -1.843 3.777 -0.0790 0.3436 -0.0544
C -3.316 -0.777 3.016 0.2042 0.1084 0.0584
N 0.393 2.959 0.063 0.0683 0.6785 0.2392
N -0.061 2.124 -0.891 -0.1069 -0.3741 -0.7048
C -0.323 2.851 -1.976 0.1579 0.3912 0.1423
C -0.071 4.198 -1.698 0.0666 -0.0606 0.2956
C 0.388 4.225 -0.400 -0.1595 0.2007 -0.3982
C 0.818 5.443 0.339 0.0791 -0.0969 0.1347
C -0.771 2.358 -3.324 -0.0270 -0.1407 -0.2369
C 0.051 3.059 -4.418 -0.0902 -0.0777 0.2099
C -2.257 2.696 -3.504 0.1893 -0.0698 -0.0082
C -0.549 0.862 -3.458 -0.0681 0.3034 0.1947
C 3.728 -1.341 -0.069 0.0464 -0.1858 -0.1176
C 3.243 -1.289 -1.522 0.0449 0.0129 0.1893
C 5.241 -1.591 -0.045 -0.2696 0.1060 0.0307
C 3.028 -2.485 0.673 0.0669 0.1900 -0.0845
H 4.938 2.976 2.766 0.0304 -0.0143 0.0191
H 3.311 3.146 3.443 -0.0046 0.0816 0.0928
H 3.727 3.958 1.933 0.0205 0.1684 0.0583
H 5.300 0.671 1.540 0.1949 0.0287 0.0596
H 1.399 3.563 1.917 0.0581 0.2451 0.1067
H -1.767 2.045 5.162 -0.0484 0.0385 0.1750
H -0.568 4.300 4.842 -0.0414 0.0085 0.0266
H -0.439 4.763 3.142 0.0206 0.0976 0.0135
H 0.982 4.179 4.006 0.0608 0.0629 -0.0079
H -1.697 -0.342 6.026 0.0572 0.0301 0.1064
H -3.056 -1.408 5.653 -0.0237 -0.1033 -0.0029
H -3.242 0.331 5.483 -0.0918 0.1097 0.0409
H -0.351 -1.787 4.486 0.1128 0.0081 0.1142
H -0.758 -1.898 2.779 0.0435 -0.1004 0.0299
H -1.748 -2.748 3.977 -0.0523 -0.1294 -0.0036
H -3.908 0.136 3.017 -0.1047 0.1160 -0.0290
H -3.938 -1.589 3.387 -0.0899 -0.1710 0.0025
H -3.034 -1.002 1.996 -0.0150 -0.0367 -0.1047
H -0.200 5.037 -2.351 0.0230 0.2036 -0.1226
H 0.692 6.305 -0.313 0.0075 0.0305 0.0176
H 1.864 5.371 0.631 0.0552 0.0976 0.0730
H 0.225 5.596 1.240 0.0339 0.0585 0.0447
H -0.147 4.127 -4.464 -0.0348 0.1653 -0.0015
H -0.192 2.625 -5.385 -0.0583 -0.0393 -0.1414
H 1.112 2.913 -4.234 0.1453 0.0054 -0.0160
H -2.432 3.763 -3.380 -0.0173 0.1222 0.0219
H -2.853 2.166 -2.768 -0.1667 -0.0590 0.0500
H -2.592 2.404 -4.496 -0.0622 -0.0652 -0.1647
H 0.509 0.620 -3.439 0.1808 -0.0874 0.0266
H -0.977 0.486 -4.385 -0.0673 -0.0911 -0.0571
H -1.014 0.352 -2.627 -0.0487 -0.1465 -0.0874
H 3.682 -0.432 -2.032 0.0108 0.0603 -0.0746
H 2.160 -1.198 -1.552 -0.1084 -0.0177 -0.1381
H 3.532 -2.196 -2.052 -0.0357 -0.1052 -0.0571
H 5.778 -0.785 -0.541 0.0919 0.1066 -0.0655
H 5.466 -2.522 -0.562 0.0174 -0.0979 -0.0475
H 5.604 -1.672 0.977 0.0806 -0.0123 0.1163
H 1.949 -2.378 0.599 -0.1065 -0.0702 0.0305
H 3.306 -2.472 1.726 0.0069 -0.0344 0.1246
H 3.322 -3.443 0.247 -0.0318 -0.1604 -0.0778
C -2.823 -1.036 -0.598 -0.1176 -0.0143 -0.3644
C -3.912 -0.060 -0.294 0.1535 -0.1285 0.2485
C -3.684 1.316 -0.364 0.0756 -0.1823 -0.0328
C -4.677 2.222 -0.051 -0.1055 0.2020 0.0299
C -5.926 1.780 0.359 -0.1187 0.1424 0.0207
C -6.165 0.419 0.441 -0.1877 0.0357 0.0104
C -5.176 -0.487 0.114 0.0382 -0.0981 -0.0757
H -2.700 1.676 -0.637 0.0983 0.0403 0.0069
H -4.474 3.284 -0.098 0.0453 0.0410 -0.0375
H -6.705 2.487 0.615 0.0025 0.0398 0.0281
H -7.133 0.058 0.762 -0.0842 -0.0118 0.0203
H -5.365 -1.547 0.172 -0.0355 -0.0748 0.0796
```
Positions in Å, forces in eV/Å.